# 1
DFT (wB97M-V/def2-TZVPD) results for a single C3H2N2S molecule.

Geometry (Å):
S: -2.3796 -0.0257 -0.0662
C: -0.7439 0.0200 0.1059
C: 0.2068 1.1268 0.0467
N: 1.4274 0.7035 -0.1431
N: 1.4371 -0.7691 -0.0342
C: 0.2295 -1.1233 0.0518
H: -0.0326 2.1516 0.1440
H: -0.1447 -2.0837 -0.1048

* M: 98.1 g mol⁻¹
* electronic energy: -16955.940 eV
* HOMO: -0.3612 Eh
* frontier orbital gap: 7.3 eV
* structure (SMILES): S=C1C=NN=C1

Atom charges from the natural (NBO) analysis, given in e for atoms 1 to 2: number 1, S, carries 0.213; number 2, C, carries -0.227

# 2
DFT (wB97M-V/def2-TZVPD) results for a 2-piece molecular cluster, CH4N2O overall.

Geometry (Å):
C: -0.8164 0.0304 -0.0993
N: -2.0668 0.0333 -0.0695
N: 1.4501 -0.6299 -0.1103
O: 0.0546 -0.9168 0.0306
H: 0.1782 1.5086 -0.5389
H: -2.6401 0.7850 0.2219
H: 2.0603 -1.1363 0.5226
H: 1.7801 0.3259 0.0429

* M: 60.1 g mol⁻¹
* electronic energy: -6123.884 eV
* HOMO: -0.3367 Eh
* frontier orbital gap: 9.8 eV

Atom charges from the natural (NBO) analysis, given in e for atoms 1 to 2: number 1, C, carries 0.633; number 2, N, carries -0.739

# 3
DFT (wB97M-V/def2-TZVPD) results for C30H46BIrN6 as an isolated structure.

Geometry (Å):
Ir: -0.2239 -0.7090 0.3474
C: 2.4102 0.8301 -4.2674
C: 2.3221 0.0451 -3.0122
C: 3.1588 -0.9690 -2.5856
C: 2.7081 -1.3695 -1.3270
N: 1.5908 -0.6561 -1.0291
N: 1.3827 0.2202 -2.0483
B: 0.4451 1.4152 -1.9045
N: 0.6404 2.0182 -0.4843
N: 0.4382 1.3194 0.6404
C: 0.7253 2.1146 1.7358
C: 1.1139 3.3437 1.2721
C: 1.0614 3.2696 -0.1449
C: 1.3904 4.3286 -1.1045
C: 0.6015 1.6211 3.1436
C: -0.8465 1.1482 3.3734
C: 1.5624 0.4314 3.3419
C: 0.9468 2.7333 4.1319
N: -1.0487 0.9945 -2.0438
N: -1.7128 0.4357 -1.0574
C: -3.0827 0.5359 -1.3583
C: -3.2170 1.0514 -2.6342
C: -1.9349 1.3753 -3.0495
C: -1.5301 2.0096 -4.3111
C: -4.2224 0.2041 -0.4597
C: -4.6290 -1.2633 -0.8156
C: -5.4423 1.0908 -0.7876
C: -3.8842 0.3891 1.0240
C: 3.4056 -2.3672 -0.4528
C: 2.9701 -3.7777 -0.9441
C: 4.9306 -2.2863 -0.6561
C: 3.1138 -2.1550 1.0351
H: 3.1930 0.4151 -4.8961
H: 2.6513 1.8771 -4.0719
H: 1.4737 0.8066 -4.8253
H: 4.0220 -1.3502 -3.1030
H: 0.6935 2.2264 -2.7265
H: 1.4097 4.2036 1.8498
H: 1.6843 5.2334 -0.5788
H: 0.5385 4.5566 -1.7519
H: 2.2099 4.0226 -1.7628
H: -1.0918 0.3129 2.7036
H: -1.5570 1.9580 3.1992
H: -0.9636 0.8056 4.4005
H: 1.2903 -0.4030 2.6865
H: 1.5099 0.0863 4.3735
H: 2.5924 0.7220 3.1305
H: 0.2788 3.5898 4.0204
H: 1.9733 3.0803 3.9989
H: 0.8489 2.3629 5.1503
H: -4.1357 1.2292 -3.1663
H: -2.3903 2.1015 -4.9689
H: -0.7581 1.4231 -4.8159
H: -1.1158 3.0068 -4.1353
H: -5.0040 -1.3186 -1.8359
H: -5.4293 -1.5695 -0.1426
H: -3.7883 -1.9543 -0.7316
H: -5.8653 0.8658 -1.7650
H: -5.1770 2.1490 -0.7498
H: -6.2122 0.9065 -0.0402
H: -2.8458 0.1570 1.2438
H: -4.5294 -0.2321 1.6440
H: -4.0536 1.4265 1.3177
H: 3.2706 -3.9402 -1.9777
H: 1.8864 -3.8996 -0.8939
H: 3.4561 -4.5362 -0.3303
H: 5.2355 -2.6022 -1.6522
H: 5.4153 -2.9474 0.0614
H: 5.2940 -1.2709 -0.4849
H: 2.1167 -1.7506 1.2031
H: 3.8276 -1.4479 1.4612
H: 3.2146 -3.0920 1.5828
C: -1.9309 -2.3721 2.7161
C: -2.0154 -2.4464 1.3294
C: -0.9104 -2.8861 0.5602
C: 0.2530 -3.2992 1.2473
C: 0.3275 -3.2079 2.6315
C: -0.7597 -2.7448 3.3666
H: -2.8034 -2.0811 3.2871
H: -2.9737 -2.3091 0.8524
H: -1.0611 -3.1894 -0.4726
H: 1.0532 -3.7798 0.7041
H: 1.2210 -3.5430 3.1422
H: -0.7128 -2.7224 4.4479

* M: 693.8 g mol⁻¹
* 2S+1: 6
* electronic energy: -44283.589 eV
* HOMO (alpha / beta): -0.6388 / -0.6394 Eh
* frontier orbital gap (alpha / beta): 9.0 / 4.4 eV
* charge: +3

Atom charges from the Löwdin analysis, given in e for atoms 1 to 2: number 1, Ir, carries 1.335; number 2, C, carries 0.027

# 4
DFT (wB97M-V/def2-TZVPD) results for an isolated ion of composition C12H20N5O2 and charge +1.

Geometry (Å):
C: -1.5987 0.2751 -4.5613
C: -0.4958 0.4165 -3.5759
C: -0.7492 -0.4690 -2.3375
C: 0.6049 -0.6399 -1.6697
N: 1.3684 -1.6964 -2.0997
O: 1.1401 0.1942 -0.9612
N: -1.7859 0.1262 -1.4160
C: -1.7825 1.5486 -0.9190
C: -2.5151 1.5197 0.4303
N: -1.6004 1.6660 1.6110
N: -1.6436 2.7830 2.3968
C: -0.5216 2.9001 2.8812
C: 0.3406 1.6792 2.5815
C: 1.6170 1.3413 3.3256
N: -0.3247 0.9488 1.8469
C: -0.0027 -0.5545 1.7141
C: -3.3369 0.2065 0.4061
C: -2.7402 -0.5635 -0.8115
O: -3.0624 -1.6711 -1.0522
H: -2.6467 0.5351 -4.2259
H: -1.6152 -0.7878 -4.8271
H: -1.3571 0.8881 -5.3755
H: 0.3882 -0.0294 -4.0544
H: -0.4382 1.5094 -3.3501
H: -1.0244 -1.4307 -2.6175
H: 1.0891 -2.3432 -2.8667
H: 2.3709 -1.5767 -2.0984
H: -0.7646 1.9333 -0.7927
H: -2.3876 2.1146 -1.6780
H: -3.2302 2.2666 0.3828
H: -0.1414 3.5674 3.7244
H: 2.2680 0.7234 2.6675
H: 1.4711 0.7972 4.3661
H: 2.2997 2.1685 3.5890
H: -0.5084 -0.8816 0.8674
H: -0.1683 -1.1160 2.6223
H: 1.0072 -0.6677 1.3078
H: -4.4191 0.4031 0.2589
H: -3.3500 -0.4464 1.3165

* M: 266.3 g mol⁻¹
* electronic energy: -24305.175 eV
* HOMO: -0.4594 Eh
* frontier orbital gap: 8.9 eV
* structure (SMILES): CC[C@@H](C(N)=O)N1C[C@H](n2ncc(C)[n+]2C)CC1=O
* charge: +1

Atom charges from the natural (NBO) analysis, given in e for atoms 1 to 2: number 1, C, carries -0.602; number 2, C, carries -0.392

# 5
DFT (wB97M-V/def2-TZVPD) results for a 10-piece molecular cluster, C25H76N8O10 overall.

Geometry (Å):
C: -1.5435 -2.6204 1.5867
O: -0.3851 -2.2888 0.9030
C: -0.5804 -1.5234 -0.2666
C: 0.7402 -0.9724 -0.7239
C: 0.9524 0.4211 -0.1863
N: 0.7625 -0.9129 -2.2003
H: -1.3358 -3.2263 2.4673
H: -2.2880 -3.1100 0.9443
H: -2.0678 -1.7496 2.0229
H: -1.1145 -2.1358 -1.0101
H: -1.2805 -0.7096 -0.0118
H: 1.5066 -1.6691 -0.3641
H: 1.9225 0.8020 -0.5215
H: 0.8686 0.4884 0.8963
H: 0.2539 1.1159 -0.6646
H: 0.8328 -1.8812 -2.5148
H: 1.6627 -0.5208 -2.4779
C: -4.6990 -4.8467 2.2466
O: -5.7134 -3.9496 2.6157
C: -6.3716 -3.4108 1.4980
C: -7.5413 -2.5574 1.9156
C: -8.6659 -3.3663 2.5272
N: -8.0377 -1.7746 0.7607
H: -4.1483 -5.1478 3.1221
H: -3.9985 -4.3512 1.5549
H: -5.1123 -5.6825 1.6693
H: -5.6364 -2.8228 0.9192
H: -6.7238 -4.2147 0.8297
H: -7.1846 -1.8283 2.6581
H: -9.4394 -2.6993 2.9148
H: -8.3538 -3.9459 3.3988
H: -9.0778 -4.0674 1.8003
H: -7.2389 -1.3919 0.2628
H: -8.5206 -0.9611 1.1249
C: 3.9065 1.0533 4.3972
O: 3.5534 1.8359 3.2542
C: 3.6757 1.1220 2.0421
C: 5.0821 0.8304 1.6027
C: 5.9584 2.0693 1.5358
N: 5.0032 0.2096 0.2591
H: 5.0009 0.9999 4.3729
H: 3.5036 0.0358 4.3843
H: 3.5923 1.5544 5.3086
H: 3.0258 0.2314 2.0567
H: 3.1796 1.7530 1.2929
H: 5.5106 0.0773 2.2825
H: 5.3988 2.8343 0.9938
H: 6.8789 1.8670 0.9875
H: 6.2413 2.4220 2.5264
H: 5.9154 -0.0935 -0.0556
H: 4.4172 -0.6146 0.3444
C: -0.7256 -1.0544 4.7208
O: -1.1565 0.2803 4.5625
C: -0.5935 0.9057 3.4148
C: -0.6117 2.3878 3.5836
C: -0.3191 3.1225 2.2640
N: 0.4794 2.7253 4.5051
H: -1.5217 -1.6422 5.1735
H: 0.1522 -1.0401 5.3856
H: -0.3536 -1.5148 3.8002
H: 0.4553 0.5992 3.2677
H: -1.1291 0.5203 2.5356
H: -1.5253 2.7741 4.0325
H: -0.4582 4.1990 2.3201
H: -0.9097 2.7874 1.3944
H: 0.6893 2.8589 1.9298
H: 1.3996 2.4590 4.1667
H: 0.6249 3.7231 4.6264
C: 2.4210 5.5292 -4.8621
O: 1.2600 5.8698 -4.1570
C: 0.8653 4.8777 -3.2458
C: -0.1721 5.5061 -2.2962
C: -0.8388 4.5672 -1.3142
N: -1.1750 6.2842 -3.0167
H: 2.2398 4.6618 -5.5104
H: 3.2717 5.3002 -4.2116
H: 2.6663 6.3842 -5.4900
H: 0.4421 4.0352 -3.8221
H: 1.6753 4.4513 -2.6370
H: 0.4571 6.2151 -1.7390
H: -0.0650 3.9977 -0.7874
H: -1.3714 3.7890 -1.8745
H: -1.4942 5.0882 -0.6270
H: -1.7807 5.6841 -3.5667
H: -0.7321 6.9121 -3.6745
C: 3.6714 1.8983 -2.5966
O: 2.9061 0.9970 -3.3864
C: 2.4584 1.5581 -4.6298
C: 1.4597 0.6196 -5.2528
C: 1.3477 0.8890 -6.7493
N: 0.1404 0.7936 -4.6132
H: 3.5038 1.6876 -1.5378
H: 3.2800 2.9150 -2.6953
H: 4.7350 1.8171 -2.8138
H: 2.0387 2.5544 -4.5232
H: 3.3293 1.5469 -5.2999
H: 1.7602 -0.4327 -5.1684
H: 2.1144 0.3363 -7.3041
H: 1.3987 1.9234 -7.0859
H: 0.4196 0.4377 -7.1127
H: -0.4567 0.0361 -4.9509
H: 0.2282 0.4487 -3.6452
N: 0.5233 -5.5122 4.1121
C: -0.7386 -5.9332 3.7555
N: -1.7516 -5.3093 4.4446
O: -0.9584 -6.6884 2.8250
H: 1.2841 -5.5994 3.4666
H: 0.7005 -5.2765 5.0709
H: -2.6971 -5.4827 4.1582
H: -1.6265 -4.4069 4.8693
O: -2.9108 -4.9452 -2.2346
H: -3.0617 -4.3461 -1.4983
H: -2.6198 -5.7658 -1.8260
O: 3.9942 -1.4631 -3.6284
H: 3.2685 -2.0949 -3.6881
H: 3.5678 -0.5898 -3.6278
O: 1.7556 -3.3605 -4.2099
H: 1.3970 -4.2266 -3.9956
H: 1.0855 -2.9455 -4.7615

* M: 648.9 g mol⁻¹
* electronic energy: -59550.897 eV
* HOMO: -0.3305 Eh
* frontier orbital gap: 9.2 eV
* structure (SMILES): COC[C@H](C)N.COC[C@H](C)N.COC[C@H](C)N.COC[C@H](C)N.COC[C@H](C)N.COC[C@H](C)N.NC(N)=O.O.O.O

Atom charges from the Löwdin analysis, given in e for atoms 1 to 2: number 1, C, carries -0.135; number 2, O, carries -0.174